The following is a quantum chemistry calculation of a single C6H13N molecule in a non-equilibrium geometry, from the Open Molecules 2025 dataset.

Element x y z (Å)
C  0.55256  2.01188  -1.36689
C  -0.38297  1.46839  -0.28494
C  -0.43478  -0.05627  -0.21346
C  -0.03788  -0.79997  -1.46237
C  -0.49557  -0.72807  0.93942
C  0.52598  -1.85238  1.24673
N  -1.25017  -0.19225  2.05822
H  1.58884  1.79405  -1.11953
H  0.27578  1.66417  -2.36039
H  0.41211  3.08554  -1.40617
H  -1.39055  1.88077  -0.39196
H  -0.01909  1.83652  0.67085
H  -0.60216  -0.55507  -2.35930
H  -0.01711  -1.88058  -1.33553
H  1.01531  -0.55444  -1.66901
H  1.36016  -1.49144  0.64991
H  0.22708  -2.82860  0.85701
H  0.87568  -2.01579  2.26046
H  -0.59575  0.21643  2.72985
H  -1.60746  -1.00289  2.55707

Summary:
**M**: 99.18 g/mol
**Total energy**: -7921.3522 eV
**Total charge**: 0
**Largest force on an atom**: 1.94 eV/Å
**LUMO energy**: 0.0359 Eh
**SMILES string**: CC/C(C)=C(/C)N
**Frontier orbital gap**: 8.942 eV

The following is a quantum chemistry calculation of a single C6H13N molecule in a non-equilibrium geometry, from the Open Molecules 2025 dataset.

Element x y z (Å)
C  0.42822  -1.47007  2.33738
C  -0.87830  -0.91451  1.77704
C  -0.99602  -0.63479  0.26195
C  -0.19299  0.57159  -0.16159
C  0.20497  0.88773  -1.38263
C  1.16544  1.97116  -1.71483
N  -0.11238  0.05030  -2.47621
H  1.24816  -0.85655  1.96867
H  0.39384  -1.52612  3.42137
H  0.57929  -2.48664  1.96892
H  -1.80427  -1.43788  2.04277
H  -1.05041  0.03336  2.31415
H  -2.06186  -0.49438  0.07257
H  -0.56339  -1.53309  -0.19228
H  -0.03564  1.21689  0.69907
H  2.19329  1.57678  -1.68110
H  1.29685  2.64728  -0.86282
H  0.95247  2.50275  -2.63690
H  0.18258  0.40202  -3.37574
H  -0.94986  -0.50580  -2.37979

Summary:
**M**: 99.18 g/mol
**Total energy**: -7922.2926 eV
**Total charge**: 0
**Largest force on an atom**: 1.79 eV/Å
**LUMO energy**: 0.0409 Eh
**SMILES string**: CCC/C=C(/C)N
**Frontier orbital gap**: 8.908 eV

The following is a quantum chemistry calculation of an isolated ion of composition C6H13N2 and charge +1 in a non-equilibrium geometry, from the Open Molecules 2025 dataset.

Element x y z (Å)
C  1.17571  -0.10565  -1.44683
C  0.46658  0.13355  -0.33137
N  0.17602  -0.96401  0.67576
C  0.79218  -2.25999  0.69787
C  -1.25214  -1.11647  0.83911
N  -0.01406  1.45246  -0.00691
C  -0.14192  1.83242  1.21044
C  -0.12166  2.32826  -1.13353
H  1.83346  0.61209  -2.04910
H  1.33953  -1.16510  -1.78940
H  0.75619  -2.71325  -0.25277
H  1.86704  -2.17508  0.77066
H  0.39602  -2.79319  1.48808
H  -1.28012  -1.47973  1.79942
H  -1.93771  -0.32985  0.75789
H  -1.46431  -1.81522  0.08617
H  -0.67334  2.66936  1.33662
H  0.11596  1.13726  2.05230
H  -1.04822  2.03593  -1.79639
H  0.64755  2.21499  -1.82542
H  -0.13392  3.29610  -0.90251

Summary:
**M**: 113.18 g/mol
**Total energy**: -9402.8149 eV
**Total charge**: +1
**Largest force on an atom**: 6.04 eV/Å
**LUMO energy**: -0.1920 Eh
**SMILES string**: C=C(N(C)C)[N+](=C)C
**Frontier orbital gap**: 7.572 eV

The following is a quantum chemistry calculation of an isolated ion of composition C6H13N2O and charge +1 in a non-equilibrium geometry, from the Open Molecules 2025 dataset.

Element x y z (Å)
C  2.09851  -1.20788  -0.21174
C  0.56308  -1.14590  -0.26098
N  -0.24835  -1.16333  1.03003
C  0.00273  0.15016  -1.11511
N  -0.43848  1.09502  -0.24743
C  0.37207  2.27422  -0.08295
C  -1.31368  0.74051  0.67390
C  -2.43641  -0.18997  0.39951
O  -2.44183  -0.93643  -0.52807
H  2.28815  -2.26602  -0.27590
H  2.47645  -0.84655  0.77976
H  2.51126  -0.68009  -1.13523
H  0.25496  -2.05807  -0.78077
H  0.34024  -1.16430  1.91546
H  -1.07974  -1.80406  1.00874
H  0.75709  0.48422  -1.79938
H  -0.91577  -0.34595  -1.61062
H  0.61153  2.61778  -1.05225
H  -0.15398  3.06127  0.45028
H  1.36406  1.95601  0.30660
H  -1.40177  1.44523  1.48552
H  -3.21009  -0.01586  1.05063

Summary:
**M**: 129.18 g/mol
**Total energy**: -11451.5872 eV
**Total charge**: +1
**Largest force on an atom**: 4.95 eV/Å
**LUMO energy**: -0.1793 Eh
**SMILES string**: C[C@@H](N)C/[N+](C)=C\C=O
**Frontier orbital gap**: 9.062 eV